DFT (ωB97M-V/def2-TZVPD) results for a structure of composition C45H88BeF3O28.

Structure (ORCA input):
```
! wB97M-V def2-TZVPD RIJCOSX def2/J DEFGRID3
* xyz 1 1
Be 2.74 -1.96 1.87
C -0.34 0.23 1.25
O -0.21 -0.07 -0.18
O 0.44 -0.76 1.84
C -0.27 1.81 1.51
F 0.86 2.35 1.20
F -1.24 2.57 0.97
F -0.46 2.08 2.78
C -1.11 0.40 -1.10
C -0.83 -0.22 -2.46
H -1.64 -0.07 -3.18
H 0.02 0.30 -2.88
H -0.67 -1.30 -2.50
H -1.02 1.49 -1.15
H -2.16 0.24 -0.87
H -1.37 -0.01 1.51
C -4.20 -0.14 -4.17
C -4.41 -1.11 -5.29
C -5.62 -1.97 -5.05
O -6.47 -0.87 -4.51
C -5.68 0.02 -3.72
H -3.79 0.80 -4.54
H -3.53 -0.58 -3.43
H -3.50 -1.70 -5.40
H -4.45 -0.49 -6.19
H -5.44 -2.70 -4.26
H -5.94 -2.41 -5.99
H -5.73 -0.35 -2.70
H -6.03 1.05 -3.78
C -4.80 2.17 0.43
C -6.04 1.82 -0.39
C -6.94 3.07 -0.20
O -6.09 4.02 0.31
C -4.97 3.52 1.04
H -3.92 2.10 -0.22
H -4.58 1.39 1.16
H -6.49 0.88 -0.10
H -5.74 1.79 -1.43
H -7.83 2.90 0.40
H -7.42 3.46 -1.09
H -5.28 3.51 2.08
H -3.99 4.01 0.97
C 1.60 4.93 6.16
C 1.36 4.60 4.70
C 0.46 5.68 4.26
O 0.79 6.80 5.02
C 1.65 6.44 6.12
H 2.55 4.71 6.63
H 0.81 4.65 6.86
H 0.79 3.67 4.64
H 2.28 4.59 4.12
H -0.57 5.45 4.50
H 0.59 5.73 3.18
H 1.41 6.75 7.13
H 2.60 6.85 5.79
C -0.36 4.98 -1.86
C -1.65 4.97 -0.96
C -1.21 5.70 0.34
O 0.16 5.26 0.42
C 0.75 5.11 -0.84
H -0.31 5.94 -2.38
H -0.13 4.12 -2.48
H -1.99 4.00 -0.57
H -2.53 5.47 -1.37
H -1.84 5.42 1.19
H -1.28 6.78 0.24
H 1.29 4.18 -0.66
H 1.46 5.91 -1.07
C -4.85 -2.36 0.93
C -4.44 -1.87 -0.44
C -3.07 -2.67 -0.64
O -3.35 -3.87 0.02
C -4.53 -3.78 0.83
H -5.82 -1.99 1.25
H -4.13 -1.91 1.61
H -4.33 -0.79 -0.52
H -5.23 -2.08 -1.16
H -2.40 -2.08 -0.02
H -2.64 -2.72 -1.64
H -4.32 -4.17 1.82
H -5.37 -4.26 0.31
C 3.42 2.37 2.33
O 4.61 1.99 2.87
C 5.03 0.67 2.86
O 4.44 -0.30 2.47
O 6.28 0.68 3.43
C 6.93 -0.58 3.77
H 3.14 3.34 2.75
H 2.73 1.70 2.85
H 3.33 2.36 1.25
H 7.19 -1.09 2.85
H 6.31 -1.11 4.49
H 7.91 -0.39 4.21
C 6.43 -2.75 -0.81
O 6.01 -1.57 -1.38
C 4.90 -0.92 -1.00
O 4.14 -1.16 -0.01
O 4.63 0.00 -1.91
C 3.50 0.80 -1.92
H 6.59 -2.70 0.27
H 7.30 -3.00 -1.41
H 5.63 -3.43 -1.09
H 2.58 0.21 -1.96
H 3.53 1.52 -2.74
H 3.45 1.31 -0.96
C -0.19 -4.26 -1.13
O 0.84 -5.15 -1.03
C 1.93 -4.99 -0.31
O 2.24 -4.06 0.35
O 2.65 -6.08 -0.44
C 3.64 -6.32 0.57
H 0.01 -3.38 -1.74
H -0.43 -3.83 -0.16
H -1.12 -4.59 -1.60
H 4.52 -5.73 0.28
H 3.86 -7.38 0.64
H 3.24 -5.96 1.52
C -1.32 -2.35 4.13
O -0.64 -3.50 4.67
C 0.49 -3.99 4.04
O 1.22 -3.39 3.27
O 0.63 -5.18 4.57
C 1.77 -5.92 4.08
H -0.93 -1.34 4.26
H -2.35 -2.39 4.50
H -1.32 -2.54 3.06
H 1.91 -6.91 4.52
H 2.65 -5.29 4.19
H 1.64 -6.13 3.02
C 0.01 -1.83 -5.41
O 0.82 -2.80 -4.78
C 1.91 -2.60 -3.98
O 2.31 -1.60 -3.37
O 2.67 -3.68 -4.01
C 3.98 -3.67 -3.41
H 0.00 -0.85 -4.94
H -1.02 -2.15 -5.45
H 0.47 -1.51 -6.35
H 4.72 -3.07 -3.93
H 4.24 -4.72 -3.34
H 4.02 -3.30 -2.38
C 0.08 2.56 -5.13
O -0.38 1.57 -6.01
C -0.59 1.91 -7.29
O -0.41 3.04 -7.83
O -0.88 0.82 -7.93
C -0.97 0.78 -9.32
H -0.69 3.31 -5.00
H 1.05 2.97 -5.41
H 0.23 2.11 -4.14
H -0.04 0.99 -9.85
H -1.66 1.49 -9.78
H -1.13 -0.27 -9.60
C 3.40 -3.09 6.18
O 2.67 -1.98 6.56
C 2.28 -1.11 5.62
O 2.48 -1.17 4.36
O 1.69 -0.04 6.17
C 1.34 1.13 5.36
H 2.71 -3.88 5.88
H 3.95 -3.36 7.08
H 4.14 -3.00 5.40
H 0.89 0.85 4.41
H 2.17 1.82 5.19
H 0.53 1.63 5.90
*
```

Summary:
**E_tot**: -113958.327 eV

Mulliken population analysis, charges in e, atoms 1 to 5: 1.649, -0.617, 0.355, -0.078, 0.161


DFT (ωB97M-V/def2-TZVPD) results for a structure of composition C4H4AuO5.

Structure (ORCA input):
```
! wB97M-V def2-TZVPD RIJCOSX def2/J DEFGRID3
* xyz 0 4
O 0.61 -0.91 -1.02
C -0.16 -0.71 0.07
C 1.79 -0.12 -0.92
O -2.10 0.06 -0.25
O 0.24 0.40 0.74
C 1.54 0.77 0.31
H 1.89 0.46 -1.85
H 2.66 -0.78 -0.80
H 1.53 1.84 0.07
H 2.26 0.58 1.12
O -0.58 -1.69 0.73
O -3.91 1.41 0.75
C -3.36 0.34 0.62
Au -2.39 -1.64 0.45
*
```

Summary:
**Energy relative to the best compared isomer or geometry (same formula, charge and spin)**: 11.26 kcal/mol
**E_tot**: -18132.805 eV

natural (NBO) population analysis, charges in e, atoms 1 to 5: -0.470, 0.987, -0.098, -0.784, -0.475


DFT (ωB97M-V/def2-TZVPD) results for a structure of composition C34H35AsBr2NP2PtTe.

Structure (ORCA input):
```
! wB97M-V def2-TZVPD RIJCOSX def2/J DEFGRID3
* xyz 1 3
Pt 0.76 1.03 -1.12
Te 0.41 -3.27 1.60
C -1.39 -3.24 2.77
C -1.35 -2.65 4.03
C -2.53 -2.66 4.79
N -3.65 -3.26 4.43
C -3.66 -3.82 3.23
C -2.57 -3.88 2.38
C 0.40 -1.37 0.81
P -0.53 -0.84 -0.60
C -1.03 -1.94 -1.89
C -2.37 -2.47 -1.97
C -2.74 -3.37 -2.93
C -1.82 -3.82 -3.87
C -0.51 -3.33 -3.82
C -0.08 -2.47 -2.83
C -1.97 -0.08 0.09
C -2.96 0.48 -0.78
C -3.99 1.24 -0.27
C -4.16 1.35 1.13
C -3.28 0.74 1.96
C -2.15 0.11 1.48
P 1.44 0.06 0.95
C 3.19 -0.29 0.69
C 4.23 0.46 1.27
C 5.56 0.10 0.96
C 5.86 -0.89 0.01
C 4.81 -1.56 -0.62
C 3.47 -1.29 -0.25
C 1.42 1.04 2.41
C 2.10 0.58 3.59
C 2.25 1.48 4.64
C 1.70 2.77 4.59
C 0.88 3.09 3.52
C 0.73 2.25 2.40
H -0.49 -2.12 4.44
H -2.46 -2.25 5.80
H -4.62 -4.32 2.93
H -2.64 -4.27 1.36
H -3.06 -2.21 -1.21
H -3.77 -3.74 -2.99
H -2.13 -4.53 -4.63
H 0.20 -3.74 -4.51
H 0.95 -2.16 -2.72
H -2.86 0.25 -1.81
H -4.68 1.79 -0.91
H -5.09 1.77 1.51
H -3.47 0.75 3.01
H -1.37 -0.24 2.19
H 3.99 1.36 1.86
H 6.42 0.64 1.35
H 6.94 -1.02 -0.25
H 5.00 -2.27 -1.42
H 2.67 -1.84 -0.75
H 2.56 -0.43 3.60
H 2.89 1.13 5.47
H 1.95 3.50 5.35
H 0.45 4.07 3.53
H 0.09 2.53 1.54
Br 2.45 3.12 -1.12
C 1.89 4.77 -0.04
Br -0.02 5.14 -0.17
H 2.33 5.64 -0.49
H 2.14 4.47 0.99
C -1.34 2.94 -3.30
As 0.04 1.55 -3.37
C 1.46 2.27 -4.52
C -0.69 0.24 -4.70
H -1.66 3.36 -4.29
H -0.95 3.74 -2.63
H -2.22 2.54 -2.79
H 0.99 2.45 -5.47
H 2.24 1.51 -4.65
H 1.75 3.26 -4.12
H -0.98 0.77 -5.59
H -1.51 -0.29 -4.23
H 0.13 -0.44 -5.00
*
```

Summary:
**E_tot**: -267348.578 eV

Mulliken population analysis, charges in e, atoms 1 to 5: 0.892, 0.302, 0.156, -0.176, -0.389


E_tot of number 2 (C4H4AuO5)? -18132.805 eV


The lowest E_tot belongs to which entry? C34H35AsBr2NP2PtTe


Which of these has the highest E_tot? C4H4AuO5


Which formula does entry 1 have? C45H88BeF3O28